Entry 1:
Molecular formula: C5H9NO2
Method: DFT, the ωB97M-V functional and the def2-TZVPD basis

Last column: natural (NBO) charge in e.
CARTESIAN COORDINATES (ANGSTROEM)
C  -0.706  0.170  -0.301  -0.07
C  0.006  -0.773  -1.133  -0.07
C  1.005  -0.703  1.057  -0.08
C  0.519  0.627  0.423  0.19
C  -0.617  1.604  -0.057  -0.37
H  -2.121  0.068  1.002  0.34
H  -1.374  -1.343  0.293  0.35
H  0.446  -0.752  -2.359  0.21
H  -0.631  -1.666  -1.125  0.18
H  0.273  -1.068  1.781  0.19
H  1.956  -0.796  1.369  0.20
H  2.687  0.814  -0.133  0.46
H  -0.473  2.425  -0.765  0.26
H  -1.461  2.012  0.723  0.22
N  -1.956  -0.469  0.042  -0.73
O  0.956  -1.333  -0.321  -0.57
O  1.492  1.186  -0.496  -0.70

Gap between HOMO and LUMO ... 8.7 eV
Charge ... 0

=====

Entry 2:
Molecular formula: C8H10ClNO5PS2Sr
Method: DFT, the ωB97M-V functional and the def2-TZVPD basis

Last column: natural (NBO) charge in e.
CARTESIAN COORDINATES (ANGSTROEM)
C  0.561  1.897  0.458  -0.72
C  1.561  0.776  -0.019  -0.04
C  2.486  1.043  -1.219  -0.53
C  3.463  -0.059  -1.663  -0.24
C  3.495  -1.304  -0.900  -0.20
C  2.569  -1.517  0.244  -0.09
C  1.581  -0.507  0.701  0.03
C  0.580  -0.739  1.857  -0.68
S  -0.856  -1.437  0.911  2.23
O  -0.239  -2.316  -0.110  -0.98
O  -1.661  -2.212  1.854  -0.91
N  -1.646  -0.147  0.201  -1.28
S  -3.018  -0.589  -0.657  1.93
O  -2.797  -0.135  -2.058  -1.01
O  -3.324  -2.016  -0.665  -0.89
P  -4.787  0.510  0.003  0.91
O  -4.317  2.112  -0.314  -0.98
Cl  -5.047  0.197  2.054  -0.27
H  0.847  2.868  -0.031  0.21
H  -0.501  1.646  0.180  0.30
H  0.639  1.995  1.579  0.27
H  2.436  2.038  -1.789  0.18
H  4.105  0.159  -2.552  0.25
H  4.204  -2.117  -1.202  0.26
H  2.641  -2.499  0.766  0.26
H  0.314  0.219  2.388  0.26
H  0.965  -1.475  2.618  0.29
H  -4.976  2.724  0.067  0.51
Sr  0.722  0.887  -2.704  1.90

Gap between HOMO and LUMO ... 5.5 eV
Charge ... +1

=====

Entry 3:
Molecular formula: C19H33MnN2OPSi
Method: DFT, the ωB97M-V functional and the def2-TZVPD basis

Last column: Löwdin spin population.
CARTESIAN COORDINATES (ANGSTROEM)
Mn  0.000  0.000  0.000  2.26
Si  1.738  -1.279  -1.406  -0.05
P  -1.239  -2.125  0.219  -0.03
N  0.932  -0.219  1.480  0.56
H  -1.586  0.758  0.318  -0.02
C  -2.924  -2.114  0.995  0.00
H  -3.348  -3.130  1.104  0.00
H  -3.593  -1.496  0.373  0.00
H  -2.847  -1.634  1.984  0.00
C  -1.547  -3.104  -1.321  -0.01
H  -2.113  -4.028  -1.105  0.00
H  -0.575  -3.362  -1.772  0.00
H  -2.111  -2.487  -2.038  0.00
C  -0.330  -3.330  1.282  0.00
H  -0.883  -4.281  1.382  0.00
H  -0.180  -2.881  2.278  0.00
H  0.659  -3.512  0.829  0.00
C  1.436  -1.435  -3.302  -0.02
H  1.338  -0.439  -3.773  0.00
H  0.499  -1.984  -3.508  0.00
H  2.263  -1.970  -3.804  0.00
H  3.147  -0.712  -1.321  -0.01
H  2.002  -2.718  -0.986  0.00
C  1.776  -0.455  2.535  0.05
C  2.383  -0.139  4.876  -0.01
C  1.513  0.106  3.810  0.09
C  2.927  -1.265  2.358  0.09
C  3.785  -1.506  3.434  -0.01
C  3.520  -0.945  4.696  0.09
H  2.174  0.299  5.858  0.00
H  0.620  0.727  3.932  0.00
H  3.118  -1.687  1.367  0.00
H  4.671  -2.133  3.290  0.00
H  4.197  -1.135  5.535  0.01
C  -1.712  0.762  -2.704  0.00
O  -0.937  0.058  -2.032  0.00
C  -2.192  2.087  -2.191  0.00
H  -3.159  2.377  -2.634  0.00
H  -1.457  2.874  -2.441  0.00
H  -2.233  2.010  -1.084  0.00
C  -2.195  0.253  -4.038  0.00
H  -3.290  0.096  -4.000  0.00
H  -1.690  -0.689  -4.295  0.00
H  -2.012  1.007  -4.826  0.00
N  0.981  1.742  -0.350  0.00
C  0.396  2.939  0.139  0.01
C  0.399  4.098  -0.657  0.00
C  -0.161  5.286  -0.178  0.00
C  -0.721  5.328  1.100  0.00
C  -0.725  4.181  1.900  0.00
C  -0.170  2.989  1.422  0.00
H  1.241  1.777  -1.347  0.00
H  1.854  1.565  0.168  0.00
H  0.835  4.083  -1.648  0.00
H  -0.156  6.173  -0.798  0.00
H  -1.150  6.249  1.471  0.00
H  -1.157  4.217  2.892  0.00
H  -0.178  2.113  2.053  0.00

Gap between HOMO and LUMO (alpha / beta) ... 6.5 / 7.3 eV
Charge ... 0
2S+1 ... 4

=====

Entry 4:
Molecular formula: H3NO2
Method: DFT, the ωB97M-V functional and the def2-TZVPD basis

Last column: natural (NBO) charge in e.
CARTESIAN COORDINATES (ANGSTROEM)
O  2.436  -0.322  -0.089  0.00
O  1.517  0.278  0.015  -0.01
N  -0.855  -0.217  -0.086  -1.06
H  -0.878  -0.200  0.956  0.36
H  -0.381  0.603  -0.336  0.36
H  -1.839  -0.141  -0.461  0.36

Gap between HOMO and LUMO ... 8.0 eV
Charge ... 0

=====

Entry 5:
Molecular formula: C5H8O
Method: DFT, the ωB97M-V functional and the def2-TZVPD basis

Last column: natural (NBO) charge in e.
CARTESIAN COORDINATES (ANGSTROEM)
C  0.812  -2.014  -0.051  -0.71
C  -0.028  -0.822  -0.456  0.59
O  -0.910  -0.918  -1.287  -0.57
C  0.251  0.481  0.224  -0.36
C  -0.235  1.729  -0.475  -0.40
C  -0.979  1.227  0.710  -0.39
H  1.824  -1.915  -0.463  0.24
H  0.907  -2.070  1.039  0.23
H  0.354  -2.927  -0.441  0.24
H  1.151  0.537  0.834  0.22
H  -0.683  1.567  -1.451  0.24
H  0.363  2.630  -0.371  0.22
H  -0.897  1.763  1.651  0.22
H  -1.930  0.731  0.537  0.23

Gap between HOMO and LUMO ... 10.8 eV
Charge ... 0

=====

Entry 6:
Molecular formula: C17H22N2O3S
Method: DFT, the ωB97M-V functional and the def2-TZVPD basis

Last column: natural (NBO) charge in e.
CARTESIAN COORDINATES (ANGSTROEM)
C  -2.930  -2.593  -0.892  -0.60
C  -2.079  -3.331  0.144  -0.42
C  -0.769  -2.625  0.344  0.02
C  -0.579  -1.765  1.419  -0.20
C  0.613  -1.079  1.574  -0.20
C  1.621  -1.263  0.651  -0.25
S  3.190  -0.424  0.864  2.31
O  3.378  -0.169  2.263  -0.94
O  4.190  -1.172  0.156  -0.95
N  3.125  1.069  0.121  -0.66
C  3.007  1.059  -1.311  -0.25
C  1.541  0.929  -1.775  -0.24
N  0.633  1.256  -0.688  -0.44
C  -0.736  1.346  -1.180  -0.26
C  -1.731  1.564  -0.093  0.28
C  -2.274  2.707  0.422  -0.31
C  -3.170  2.300  1.441  -0.31
C  -3.106  0.943  1.466  0.08
O  -2.244  0.491  0.541  -0.40
C  1.085  2.445  0.008  -0.25
C  2.371  2.109  0.778  -0.23
C  1.464  -2.128  -0.413  -0.21
C  0.266  -2.801  -0.568  -0.23
H  -3.891  -3.085  -1.015  0.21
H  -2.425  -2.575  -1.855  0.20
H  -3.098  -1.567  -0.574  0.22
H  -1.901  -4.352  -0.199  0.21
H  -2.623  -3.378  1.089  0.21
H  -1.368  -1.638  2.145  0.21
H  0.780  -0.423  2.413  0.23
H  3.443  1.991  -1.688  0.20
H  3.610  0.226  -1.669  0.25
H  1.323  -0.096  -2.089  0.21
H  1.377  1.593  -2.644  0.17
H  -0.960  0.394  -1.670  0.23
H  -0.842  2.160  -1.922  0.18
H  -2.071  3.712  0.111  0.23
H  -3.772  2.933  2.059  0.23
H  -3.613  0.213  2.066  0.20
H  0.311  2.763  0.707  0.23
H  1.269  3.274  -0.700  0.16
H  3.000  3.003  0.864  0.20
H  2.155  1.747  1.782  0.23
H  2.292  -2.280  -1.088  0.24
H  0.135  -3.482  -1.397  0.21

Gap between HOMO and LUMO ... 9.5 eV
Charge ... 0

=====

Repeat the second record exactly.
Molecular formula: C8H10ClNO5PS2Sr
Method: DFT, the ωB97M-V functional and the def2-TZVPD basis

Last column: natural (NBO) charge in e.
CARTESIAN COORDINATES (ANGSTROEM)
C  0.561  1.897  0.458  -0.72
C  1.561  0.776  -0.019  -0.04
C  2.486  1.043  -1.219  -0.53
C  3.463  -0.059  -1.663  -0.24
C  3.495  -1.304  -0.900  -0.20
C  2.569  -1.517  0.244  -0.09
C  1.581  -0.507  0.701  0.03
C  0.580  -0.739  1.857  -0.68
S  -0.856  -1.437  0.911  2.23
O  -0.239  -2.316  -0.110  -0.98
O  -1.661  -2.212  1.854  -0.91
N  -1.646  -0.147  0.201  -1.28
S  -3.018  -0.589  -0.657  1.93
O  -2.797  -0.135  -2.058  -1.01
O  -3.324  -2.016  -0.665  -0.89
P  -4.787  0.510  0.003  0.91
O  -4.317  2.112  -0.314  -0.98
Cl  -5.047  0.197  2.054  -0.27
H  0.847  2.868  -0.031  0.21
H  -0.501  1.646  0.180  0.30
H  0.639  1.995  1.579  0.27
H  2.436  2.038  -1.789  0.18
H  4.105  0.159  -2.552  0.25
H  4.204  -2.117  -1.202  0.26
H  2.641  -2.499  0.766  0.26
H  0.314  0.219  2.388  0.26
H  0.965  -1.475  2.618  0.29
H  -4.976  2.724  0.067  0.51
Sr  0.722  0.887  -2.704  1.90

Gap between HOMO and LUMO ... 5.5 eV
Charge ... +1

=====

Which value of charge does entry 6 give?
0

=====

What is the charge in the fourth record?
0